one.
Density functional theory data (ωB97M-V with the def2-TZVPD basis set) for a structure of composition C6H10OS.

Summary:
- HOMO energy (eV) = -7.73

CARTESIAN COORDINATES (ANGSTROEM)
C -0.99 2.71 -0.86
H -1.17 -2.10 0.27
H -1.19 -2.15 -1.32
H -1.42 2.66 -1.89
H 1.32 -2.44 1.94
H -1.87 2.47 -0.27
H 0.25 -2.98 -0.63
C 1.26 -1.36 2.06
C -0.51 -2.07 -0.51
H 1.54 -0.91 3.00
H 1.17 -0.76 -0.92
C 0.85 -0.53 1.11
C -0.11 1.48 -0.73
O -0.63 0.26 -0.75
H -0.55 3.74 -0.55
H 0.93 1.54 -0.96
S 0.87 1.20 1.37
C 0.25 -0.77 -0.35

two.
Density functional theory data (ωB97M-V with the def2-TZVPD basis set) for an isolated molecule of C6H10OS.

Summary:
- SMILES = C[C@@]1(O)[C@H]2CCS[C@@H]21
- HOMO energy (eV) = -8.40

CARTESIAN COORDINATES (ANGSTROEM)
C -2.39 0.17 0.33
C -0.07 -0.82 -0.37
H 2.45 -0.65 -1.71
H 1.32 -1.97 1.37
H -2.66 -0.05 1.40
H -1.34 1.81 1.24
H -0.12 -0.43 1.33
C 1.28 -0.35 0.13
O 1.88 -1.05 1.34
H -1.22 1.91 -0.44
C 2.18 0.16 -0.94
C -0.13 0.26 0.50
S -1.72 -1.48 -0.33
H 3.23 0.57 -0.49
C -1.38 1.19 0.30
H 0.09 -0.57 -1.52
H 1.89 0.95 -1.80
H -3.30 0.35 -0.34

Most stable pick: one. Distance to second place: 70.1 kcal/mol.

one.
Density functional theory data (ωB97M-V with the def2-TZVPD basis set) for an isolated molecule of C6H10OS.

Summary:
- HOMO energy (eV) = -8.67

CARTESIAN COORDINATES (ANGSTROEM)
H 0.23 0.10 -1.62
C 0.48 -0.54 0.46
H 2.56 -0.88 1.25
S 0.08 -2.10 -0.51
C -0.21 -0.42 1.78
C -1.84 1.66 -1.62
C 1.98 -0.22 0.47
H -2.27 0.30 -0.09
C -0.31 -0.27 -0.79
H -1.10 2.14 -2.29
H 2.44 -0.16 -0.45
H 0.12 0.52 2.19
H 0.08 -1.12 2.42
H -2.72 2.28 -1.19
H 2.14 0.79 0.83
O 1.08 -2.28 -1.48
C -1.53 0.55 -0.81
H -1.23 -0.36 1.47

two.
Density functional theory data (ωB97M-V with the def2-TZVPD basis set) for an isolated molecule of C6H10OS.

Summary:
- SMILES = CS/C=C(/C)C(C)=O
- HOMO energy (eV) = -8.42

CARTESIAN COORDINATES (ANGSTROEM)
C 1.17 -0.64 -1.29
H -2.10 -1.63 -1.10
H -0.79 -2.78 -0.88
S 0.14 1.27 1.26
C -1.03 -1.80 -1.27
H -0.80 -1.88 -2.33
C 2.27 0.27 -0.81
O 1.44 -1.43 -2.14
C -0.20 -0.71 -0.64
C -1.11 1.89 2.43
H 3.15 0.19 -1.47
H 1.91 1.31 -0.82
H -1.44 1.10 3.09
C -0.73 0.02 0.35
H 2.54 0.04 0.21
H -0.67 2.68 3.00
H -1.79 -0.15 0.54
H -1.96 2.24 1.86

Most stable pick: two. Distance to second place: 63.3 kcal/mol.

one.
Density functional theory data (ωB97M-V with the def2-TZVPD basis set) for a structure of composition C4H10NO2.

Summary:
- HOMO energy (eV) = -3.49
- net charge = -1

CARTESIAN COORDINATES (ANGSTROEM)
H 0.12 1.87 2.57
O -1.36 1.64 1.05
C -0.08 1.81 1.42
H 0.26 2.72 0.92
H -1.72 -1.17 -0.27
H 1.20 -1.28 0.46
C 0.28 -1.59 -1.63
C 0.40 -0.59 0.67
N 0.89 0.79 0.68
O -0.80 0.42 -1.03
H 0.89 1.30 -0.31
H 0.62 -2.51 -1.18
H 1.21 -0.93 -1.74
C -0.72 -0.87 -0.53
H -0.12 -1.72 -2.63
H -1.31 1.20 -0.14
H 0.22 -1.09 1.69

two.
Density functional theory data (ωB97M-V with the def2-TZVPD basis set) for the ion C4H10NO2 with charge -1.

Summary:
- SMILES = C[C@H](O)[C@@H](N)C[O-]
- HOMO energy (eV) = -2.62
- net charge = -1

CARTESIAN COORDINATES (ANGSTROEM)
H -0.31 -0.34 1.55
C 1.52 0.59 -1.24
H 1.02 1.46 -1.66
H -1.93 1.18 0.94
C -1.07 -0.71 -0.37
H 1.77 0.93 0.92
H 1.35 -1.60 -0.15
H 1.39 -0.30 -1.86
H -0.95 -0.14 -1.45
H -1.27 1.67 -0.33
C -0.28 0.21 0.61
O -2.35 -0.80 -0.05
H 2.61 0.76 -1.21
C 1.21 0.32 0.22
H -0.57 -1.69 -0.57
N -1.00 1.51 0.65
O 1.73 -1.03 0.53

three.
Density functional theory data (ωB97M-V with the def2-TZVPD basis set) for the ion C4H10NO2 with charge -1.

Summary:
- SMILES = C[C@@H](C[O-])NCO
- HOMO energy (eV) = -2.88
- net charge = -1

CARTESIAN COORDINATES (ANGSTROEM)
H 1.56 1.60 0.36
H -0.62 1.07 -0.28
N -0.77 0.32 0.48
C 0.11 0.66 1.52
O 1.30 0.35 -1.00
C -0.45 -0.98 -0.09
H 0.85 0.10 1.94
O 0.80 1.99 1.19
H -0.33 -1.77 0.67
H -2.62 -1.07 -0.42
H -1.67 -1.15 -1.92
H 1.61 -1.52 -0.89
H -2.01 -2.48 -0.94
C 0.77 -0.81 -1.14
H 0.39 -0.81 -2.16
C -1.78 -1.48 -0.90
H -0.50 0.79 2.48

four.
Density functional theory data (ωB97M-V with the def2-TZVPD basis set) for a structure of composition C4H10NO2.

Summary:
- HOMO energy (eV) = -2.96
- net charge = -1

CARTESIAN COORDINATES (ANGSTROEM)
H 1.81 -0.69 0.42
C -0.17 -0.62 -0.55
N -0.70 -1.54 0.47
C 0.61 1.19 1.17
H 1.37 0.92 -0.69
H 0.33 2.17 0.81
H -0.24 -2.43 0.31
O 2.54 -0.26 -0.17
H 0.29 -1.16 -1.39
C 0.95 0.23 0.03
H -0.11 0.68 1.82
H -1.09 0.83 -1.92
H -1.69 -1.57 0.13
C -1.37 0.28 -1.00
H 1.43 1.34 1.88
H -1.49 1.08 -0.24
O -2.50 -0.46 -1.07

Most stable pick: two. Distance to second place: 35.0 kcal/mol.

one.
Density functional theory data (ωB97M-V with the def2-TZVPD basis set) for the ion C4H10NO2 with charge -1.

Summary:
- SMILES = C[C@@H](O)[C@H](N)C[O-]
- HOMO energy (eV) = -2.68
- net charge = -1

CARTESIAN COORDINATES (ANGSTROEM)
N 0.73 0.35 -1.28
H -0.21 2.67 0.93
C 0.54 0.13 0.21
H 1.07 -1.45 1.53
C -0.98 2.13 0.39
H 1.60 -0.18 -1.45
H 0.11 -0.36 -1.70
H -1.11 0.42 1.67
O -1.95 -0.03 -0.06
H -1.98 -0.93 0.29
C -0.85 0.62 0.59
H -1.99 2.48 0.67
H -0.13 -1.92 0.18
O 1.88 -1.89 -0.27
H 1.23 0.86 0.61
C 0.86 -1.37 0.42
H -0.93 2.31 -0.69

two.
Density functional theory data (ωB97M-V with the def2-TZVPD basis set) for a structure of composition C4H10NO2.

Summary:
- HOMO energy (eV) = -3.39
- net charge = -1

CARTESIAN COORDINATES (ANGSTROEM)
H 1.69 -0.25 0.82
H 0.64 1.87 -1.66
C -0.14 2.20 -0.99
H 1.54 -1.75 -0.24
C 1.18 -0.69 -0.01
H -0.61 -0.25 -1.25
H 0.43 -1.31 3.50
O 0.59 -1.10 2.61
N 0.11 2.40 0.30
H 0.09 -1.00 0.58
C -0.47 1.02 0.49
H -1.66 1.10 0.39
H -1.06 2.41 -1.55
O -0.46 -2.37 -2.06
C -0.12 -0.21 -0.30
H -1.30 -2.75 -2.16
H -0.45 0.67 1.53

three.
Density functional theory data (ωB97M-V with the def2-TZVPD basis set) for a structure of composition C4H10NO2.

Summary:
- HOMO energy (eV) = -4.04
- net charge = -1

CARTESIAN COORDINATES (ANGSTROEM)
H -0.20 -2.03 2.98
H -0.85 1.05 -0.06
C 0.19 -0.82 -0.56
O 0.41 -1.64 2.42
H 1.04 1.71 1.70
H -0.74 0.49 -2.42
H -0.05 0.28 1.25
H 1.04 -1.24 0.04
C 1.14 0.79 1.18
C 0.26 0.09 -2.18
N 0.57 -1.30 -1.98
H 1.03 0.94 -2.31
H -0.63 -1.52 -0.23
O -2.13 1.64 -0.79
C 0.13 0.66 0.17
H 1.60 -0.06 1.67
H -2.81 0.97 -0.89

Most stable pick: one. Distance to second place: 213.6 kcal/mol.

one.
Density functional theory data (ωB97M-V with the def2-TZVPD basis set) for a cluster of 2 separate species, C5H10O in total.

Summary:
- HOMO energy (eV) = -8.80

CARTESIAN COORDINATES (ANGSTROEM)
C -0.28 0.84 -0.12
H 2.15 1.11 0.18
H 1.66 -0.07 1.79
C -1.27 -1.07 -0.23
C 0.16 -0.59 -0.53
H -0.12 1.05 0.94
H -2.05 0.61 -1.40
H 0.08 1.69 -0.72
O 2.90 0.54 0.41
H -1.69 -1.83 -0.89
C 2.70 -0.28 1.41
H -1.35 -1.42 0.80
H 0.40 -0.63 -1.59
H -2.52 0.75 0.31
C -1.74 0.39 -0.38
H 0.97 -1.08 0.02

two.
Density functional theory data (ωB97M-V with the def2-TZVPD basis set) for a cluster of 2 separate species, C5H10O in total.

Summary:
- SMILES = C=C/C=C/C.O
- HOMO energy (eV) = -9.03

CARTESIAN COORDINATES (ANGSTROEM)
C -0.54 -0.98 0.77
H -2.32 0.91 2.66
C 0.55 -1.97 0.60
H 2.44 4.75 -5.29
H -3.20 -0.53 2.44
C -2.44 0.08 1.96
H 2.29 -0.79 1.04
H 0.36 -3.05 0.65
O 1.85 4.00 -5.11
H -0.76 -1.15 2.80
H 2.18 3.37 -5.77
C -1.12 -0.64 1.92
H -2.72 0.45 0.98
C 1.85 -1.66 0.55
H -1.00 -0.61 -0.13
H 2.57 -2.17 -0.08

Most stable pick: two. Distance to second place: 40.8 kcal/mol.

one.
Density functional theory data (ωB97M-V with the def2-TZVPD basis set) for an isolated molecule of C4H4O.

Summary:
- SMILES = C#C[C@@H]1CO1
- HOMO energy (eV) = -10.01

CARTESIAN COORDINATES (ANGSTROEM)
C 0.89 -0.37 -0.48
H -1.74 0.12 -0.85
O -0.67 1.15 0.65
C 1.82 -0.80 -1.16
C -1.50 0.05 0.24
C -0.09 -0.06 0.60
H -2.38 -0.11 0.87
H 0.23 -0.72 1.43
H 2.55 -1.39 -1.81

two.
Density functional theory data (ωB97M-V with the def2-TZVPD basis set) for an isolated molecule of C4H4O.

Summary:
- SMILES = C=C=C=CO
- HOMO energy (eV) = -8.46

CARTESIAN COORDINATES (ANGSTROEM)
C -0.56 0.40 -0.20
H -2.54 0.86 0.49
C -1.65 0.25 0.53
H -0.90 -1.22 1.44
O -1.76 -0.76 1.43
H 2.42 0.81 -1.59
H 2.44 -0.74 -0.55
C 0.64 0.28 -0.60
C 1.90 0.12 -0.94

Most stable pick: two. Distance to second place: 21.3 kcal/mol.